Entry 1:
{"formula": "C5H14N2", "method": "ωB97M-V/def2-TZVPD", "largest_force_ev_per_a": 2.1, "homo_energy_ha": [-0.5218, -0.4715], "spin_multiplicity": 2, "s2": 0.7580, "e_above_lowest_ev": 1.198, "orbital_gap_ev": [11.7, 5.4], "total_charge": 1, "symbols": ["N", "N", "C", "C", "C", "C", "C", "H", "H", "H", "H", "H", "H", "H", "H", "H", "H", "H", "H", "H", "H"], "coordinates": [[1.244932, -1.140388, 0.397929], [-1.058061, 0.277953, -0.447022], [-0.486843, 0.456383, 0.891030], [-2.423705, -0.231252, -0.399776], [1.009130, 0.219140, 0.762248], [-0.984837, 1.481407, -1.260630], [2.641107, -1.454546, 0.142361], [1.265625, 0.798704, -0.140869], [-0.599160, 1.472397, 1.265138], [-0.926730, -0.294648, 1.538872], [0.037527, 1.686382, -1.559416], [2.986865, -0.818695, -0.667717], [-1.191222, 2.362174, -0.633111], [3.248795, -1.384788, 1.039033], [2.784065, -2.500833, -0.100555], [-3.064989, 0.467823, 0.149678], [-2.769823, -0.319148, -1.427301], [0.857518, -1.957120, 0.856294], [-2.469874, -1.206423, 0.079555], [-1.684399, 1.455715, -2.081828], [1.584081, 0.629762, 1.596087]], "forces_ev_per_angstrom": [[1.055, -0.994, -0.294], [-1.331, 1.114, 1.170], [1.340, -0.821, -0.198], [0.109, -0.557, -0.610], [-0.937, 0.552, -0.655], [0.683, 0.360, 0.333], [-0.024, -0.225, -0.276], [0.438, 0.054, 0.462], [-0.551, 0.064, 0.047], [-0.175, 0.176, 0.264], [0.213, -0.271, -0.515], [0.392, -0.022, 0.106], [-0.401, -0.235, 0.026], [0.218, 0.730, 0.310], [-0.397, -0.163, -0.539], [0.060, 0.037, -0.036], [-0.224, -0.059, 0.092], [-0.886, 0.690, 0.363], [0.109, 0.023, 0.073], [0.137, -0.134, -0.284], [0.173, -0.318, 0.162]], "nbo_charge": [-0.4531, -0.1078, -0.2544, -0.4420, -0.2295, -0.4553, -0.4397, 0.2090, 0.2361, 0.2236, 0.2392, 0.2177, 0.2332, 0.2179, 0.2321, 0.2360, 0.2342, 0.4016, 0.2351, 0.2425, 0.2234]}

Entry 2:
{"formula": "C2H9NP", "method": "ωB97M-V/def2-TZVPD", "smiles": "C[NH2+]CP", "largest_force_ev_per_a": 4.1, "homo_energy_ha": -0.5321, "e_above_lowest_ev": 0.758, "orbital_gap_ev": 10.9, "total_charge": 1, "symbols": ["P", "N", "C", "C", "H", "H", "H", "H", "H", "H", "H", "H", "H"], "coordinates": [[-2.489248, 0.254131, -0.088157], [0.319713, 0.689117, 0.105458], [1.634866, 0.288470, -0.276900], [-0.639426, -0.454195, -0.235582], [-3.151696, -0.934226, -0.152806], [2.201651, 1.131780, -0.204097], [1.725013, 0.022352, -1.267680], [-0.105630, 1.371902, -0.429815], [-0.252661, -1.437439, 0.453784], [0.354679, 0.999725, 1.027229], [-2.454176, 0.245413, 1.355512], [-0.342804, -0.714107, -1.270630], [2.125211, -0.448572, 0.378392]], "forces_ev_per_angstrom": [[1.977, 0.393, 0.747], [-1.228, -3.757, -0.927], [1.583, -0.557, 1.251], [0.147, -2.606, 2.208], [-0.375, -1.087, -0.168], [1.988, 2.396, 0.320], [-0.335, -0.970, -2.134], [-0.227, 2.637, -1.587], [-1.488, 2.829, -1.802], [-0.540, 0.408, 2.308], [-0.056, 0.048, -0.596], [-0.568, 0.200, 0.511], [-0.878, 0.066, -0.131]], "nbo_charge": [0.3091, -0.4849, -0.4303, -0.4974, 0.0256, 0.2307, 0.2355, 0.4294, 0.2584, 0.4315, 0.0040, 0.2376, 0.2508]}

Entry 3:
{"formula": "C4H10O2Pb", "method": "ωB97M-V/def2-TZVPD", "largest_force_ev_per_a": 4.3, "homo_energy_ha": [-0.3766, -0.5673], "spin_multiplicity": 2, "s2": 0.7526, "e_above_lowest_ev": 0.000, "orbital_gap_ev": [6.1, 11.3], "total_charge": 1, "symbols": ["Pb", "O", "O", "C", "C", "C", "C", "H", "H", "H", "H", "H", "H", "H", "H", "H", "H"], "coordinates": [[2.644969, 0.830036, 0.741062], [2.053965, -1.098672, -0.110001], [1.226845, 0.775685, -0.926406], [0.079117, 1.432105, -1.359849], [2.229200, -2.454237, 0.275790], [0.997313, -0.780949, -1.006045], [1.244811, -1.403301, -2.357982], [0.035343, -0.945559, -0.491715], [0.242672, 1.907990, -2.335199], [0.594740, -2.277857, -2.489293], [1.352457, -3.039003, -0.033948], [2.287649, -1.725424, -2.471418], [-0.587114, 0.376553, -1.623609], [1.067929, -0.656666, -3.142318], [3.122931, -2.885340, -0.192871], [-0.212528, 2.205494, -0.641845], [2.366755, -2.439404, 1.361251]], "forces_ev_per_angstrom": [[1.852, 1.969, 2.316], [-0.581, -1.033, -0.818], [-0.032, -3.318, -1.258], [-2.224, -2.417, -2.154], [0.169, -0.907, 0.186], [1.802, 1.698, 0.942], [-0.269, 0.318, -0.232], [0.244, 0.032, -0.464], [0.065, -0.083, 0.235], [0.077, 0.340, -0.130], [0.229, 0.097, 0.383], [-0.230, 0.207, 0.253], [0.206, 4.180, 0.833], [-0.237, -0.331, 0.071], [-0.229, 0.240, 0.014], [-0.624, -0.666, 0.022], [-0.219, -0.324, -0.199]], "nbo_charge": [0.8280, -0.6326, -0.6540, -0.2419, -0.2651, 0.4317, -0.7073, 0.2115, 0.2074, 0.2559, 0.2081, 0.2567, 0.1773, 0.2670, 0.2171, 0.2217, 0.2184]}

Entry 4:
{"formula": "C6H14P2", "method": "ωB97M-V/def2-TZVPD", "largest_force_ev_per_a": 3.1, "homo_energy_ha": -0.3304, "e_above_lowest_ev": 1.750, "orbital_gap_ev": 8.2, "symbols": ["P", "P", "C", "C", "C", "C", "C", "C", "H", "H", "H", "H", "H", "H", "H", "H", "H", "H", "H", "H", "H", "H"], "coordinates": [[-2.551771, 3.621495, 0.586945], [-0.600974, 3.132798, 0.252891], [1.149997, -0.643452, -1.612393], [1.362262, -1.635072, -0.551638], [0.876962, -0.649326, 1.513896], [-3.490352, 2.180729, -0.217554], [0.930227, -2.885006, -0.724498], [2.008175, -1.183626, 0.708892], [0.146519, -0.783780, -1.920384], [-4.507433, 2.230557, 0.408094], [1.183001, -3.683362, -0.003801], [2.470660, -2.001767, 1.420084], [0.342579, 0.132087, 0.998776], [0.554929, -3.099458, -1.709915], [-2.932606, 1.253293, -0.188403], [0.161666, -1.460993, 1.745638], [1.287568, 0.352497, -1.192004], [-0.241858, 4.130989, 1.217972], [-3.876460, 2.354781, -1.234583], [2.705430, -0.423554, 0.552362], [1.246988, -0.243151, 2.401976], [1.774492, -0.696677, -2.452352]], "forces_ev_per_angstrom": [[0.414, -0.987, -0.608], [-0.825, 0.332, 0.667], [-0.450, 1.281, 1.235], [1.161, -2.206, 0.166], [-1.408, -0.365, 0.123], [-2.271, 1.510, 1.004], [1.051, 0.047, 0.330], [-0.409, -2.628, 1.626], [-1.058, 0.362, -0.669], [2.248, -0.825, -1.074], [-0.441, 0.455, -0.536], [-0.537, 1.179, -1.965], [-0.322, 0.340, -0.267], [-0.508, -0.577, -0.004], [-0.254, -0.210, 0.268], [0.306, 0.451, -0.051], [-0.290, 0.246, -0.168], [0.193, -0.023, -0.448], [0.513, 0.190, 0.184], [1.392, 1.137, -0.381], [0.371, 0.723, 1.694], [1.124, -0.431, -1.126]], "nbo_charge": [0.3272, -0.0561, -0.6552, 0.0471, -0.5844, -0.9661, -0.4395, -0.4297, 0.2222, 0.2371, 0.1999, 0.2029, 0.1995, 0.1908, 0.2359, 0.2059, 0.2087, -0.0188, 0.2413, 0.2056, 0.2017, 0.2240]}

Entry 5:
{"formula": "C5H4FN", "method": "ωB97M-V/def2-TZVPD", "smiles": "Fc1ccncc1", "largest_force_ev_per_a": 0.9, "homo_energy_ha": -0.3723, "e_above_lowest_ev": 0.000, "orbital_gap_ev": 11.2, "symbols": ["F", "N", "C", "C", "C", "C", "C", "H", "H", "H", "H"], "coordinates": [[2.476923, 0.002730, -0.001195], [-1.628993, -0.006714, -0.002113], [1.136979, 0.004532, -0.002203], [0.463752, -1.203067, 0.003270], [-0.931484, 1.128943, -0.000205], [-0.928458, -1.142338, 0.003090], [0.449845, 1.201877, -0.000334], [0.992961, -2.152165, -0.006426], [0.983307, 2.156031, 0.016107], [-1.482693, -2.051072, -0.005013], [-1.532143, 2.061243, -0.004979]], "forces_ev_per_angstrom": [[0.014, 0.075, -0.010], [0.236, -0.115, 0.021], [-0.099, -0.238, 0.051], [-0.170, 0.057, -0.056], [-0.705, 0.618, -0.031], [0.608, 0.675, -0.053], [0.399, 0.304, 0.057], [-0.069, 0.227, 0.026], [-0.225, -0.384, -0.046], [-0.455, -0.561, 0.021], [0.466, -0.657, 0.019]], "nbo_charge": [-0.3144, -0.4265, 0.4316, -0.3318, 0.0523, 0.0543, -0.3352, 0.2370, 0.2387, 0.1950, 0.1989]}

Entry 6:
{"formula": "C27H45BrHgN2O2P2", "method": "ωB97M-V/def2-TZVPD", "largest_force_ev_per_a": 2.4, "homo_energy_ha": -0.4664, "e_above_lowest_ev": 0.000, "orbital_gap_ev": 7.0, "total_charge": 2, "symbols": ["Hg", "Br", "P", "P", "O", "O", "N", "N", "C", "C", "C", "C", "C", "C", "C", "C", "C", "C", "C", "C", "C", "C", "C", "C", "C", "C", "C", "C", "C", "C", "C", "C", "C", "C", "C", "H", "H", "H", "H", "H", "H", "H", "H", "H", "H", "H", "H", "H", "H", "H", "H", "H", "H", "H", "H", "H", "H", "H", "H", "H", "H", "H", "H", "H", "H", "H", "H", "H", "H", "H", "H", "H", "H", "H", "H", "H", "H", "H", "H", "H"], "coordinates": [[-0.739689, -0.077390, -0.113923], [4.456603, -5.253440, -2.060681], [-0.624849, -2.429321, -0.840749], [-1.295965, 1.735476, -1.667777], [-1.218185, 0.035824, 2.214933], [0.586733, -1.220115, 2.751315], [2.206215, 4.920714, 1.899229], [-2.202971, 0.186630, 4.364710], [0.302243, 0.867382, -3.846744], [-0.210291, -4.032838, -3.202986], [1.886946, 3.964686, 2.779120], [1.920711, 2.603845, 2.444823], [-1.315324, -1.008445, 4.245244], [2.566747, 4.589627, 0.664782], [2.362462, 2.231195, 1.153223], [-0.791543, 4.196371, -0.373993], [3.938458, -2.463642, -2.544084], [-0.175296, -3.547563, 0.530893], [2.733888, 0.437444, -0.491718], [-3.955714, 0.799974, -1.270078], [3.559451, -3.224316, -0.253379], [-3.071407, 2.052137, -1.332248], [-1.142136, 1.101397, -3.380311], [2.494896, 0.833811, 0.787416], [0.186195, -4.992589, 0.185112], [3.475858, -1.195554, -2.194646], [3.951379, -3.472231, -1.570988], [-0.534189, -0.740813, 2.985888], [-0.507427, 3.383305, -1.641834], [0.359851, -2.921991, -2.310105], [-3.033655, -4.008614, -1.072564], [2.658253, 3.264332, 0.229834], [3.100321, -1.948381, 0.094584], [3.087954, -0.910016, -0.863860], [-2.412622, -2.625303, -1.245640], [-1.010492, -3.526439, 1.251025], [-1.625544, 0.993929, 4.614948], [-2.960453, -1.926449, -0.591373], [1.633036, 1.847116, 3.183175], [-1.861679, 4.414829, -0.259188], [-0.257559, 5.154570, -0.417774], [-0.318957, -4.983420, -2.662258], [-3.870583, 0.179985, -2.172010], [-1.699422, 0.150355, -3.414921], [-2.937036, 0.066227, 5.060079], [-1.182405, -3.757959, -3.635398], [2.332460, 0.122376, 1.600540], [-0.445030, 3.672162, 0.526616], [-0.647970, -1.109871, 5.097299], [2.760022, -1.768822, 1.105006], [-0.635054, -5.516736, -0.319130], [4.272441, -2.680874, -3.550809], [2.977328, 3.068260, -0.790669], [0.306817, 0.470304, -4.871170], [0.671807, -3.071425, 1.046918], [2.683892, 1.163185, -1.311242], [-3.103140, 2.566925, -0.359706], [3.607376, -4.008924, 0.486759], [-5.006980, 1.090163, -1.158338], [2.800499, 5.402562, -0.030872], [-2.587296, 0.385308, 3.410060], [0.399395, -5.548182, 1.108712], [0.578894, 3.232803, -1.758574], [0.476806, -4.218399, -4.042878], [-1.662574, 1.817729, -4.037625], [-2.953613, -4.353170, -0.033535], [1.089579, -5.059697, -0.435847], [-4.103830, -3.950277, -1.317267], [0.892750, 1.793717, -3.849806], [-3.706786, 0.175492, -0.402710], [0.506242, -2.010058, -2.911619], [-3.418022, 2.763756, -2.099730], [-0.862463, 3.924558, -2.538983], [3.426213, -0.404451, -2.943623], [1.366774, -3.202160, -1.959448], [-2.550011, -2.254076, -2.275283], [-2.584573, -4.759662, -1.731683], [0.822128, 0.136175, -3.211851], [1.596312, 4.277456, 3.789241], [-1.945150, -1.886934, 4.150533]], "forces_ev_per_angstrom": [[0.858, 0.100, 0.105], [-0.106, 0.592, 0.143], [-0.070, -0.736, 0.129], [-0.381, 0.526, 0.115], [0.279, -0.041, -1.279], [-1.901, 0.549, 0.586], [-0.205, 0.258, 0.572], [-0.419, 0.199, 0.544], [0.134, 0.048, -0.030], [-0.166, -0.234, -0.007], [0.073, -0.432, -0.616], [0.277, 0.261, -0.409], [0.239, 0.035, 0.336], [-0.049, -0.690, -0.232], [-0.485, 1.228, 0.008], [-0.056, 0.040, 0.152], [-0.277, -0.145, 0.476], [0.101, -0.027, 0.453], [-0.647, 0.563, 0.956], [-0.032, 0.036, -0.143], [-0.302, 0.671, -0.303], [0.005, 0.105, -0.113], [-0.134, -0.161, 0.019], [-0.434, -0.362, -0.973], [-0.049, -0.332, -0.093], [0.041, -0.154, 0.665], [0.108, -0.057, -0.189], [1.761, -0.502, -1.622], [0.286, 0.095, -0.090], [0.341, 0.408, -0.296], [-0.191, -0.262, -0.083], [-0.172, 0.189, 0.892], [0.429, -0.388, -0.874], [0.002, -1.310, -0.435], [-0.150, 0.081, 0.068], [0.166, 0.086, -0.209], [-0.277, 0.035, 0.046], [0.205, -0.161, -0.227], [0.258, 0.201, -0.307], [0.305, -0.010, -0.065], [-0.154, -0.284, -0.008], [0.002, 0.308, -0.156], [-0.061, 0.161, 0.179], [0.067, 0.307, -0.039], [-0.049, 0.075, 0.106], [0.233, -0.096, 0.142], [0.458, 0.090, -0.264], [-0.024, 0.072, -0.159], [-0.205, 0.083, 0.152], [0.133, 0.009, 0.054], [0.228, 0.113, 0.064], [-0.065, 0.012, 0.041], [0.084, -0.021, 0.286], [-0.043, 0.144, 0.291], [-0.278, -0.037, -0.165], [0.320, -0.165, 0.353], [0.021, -0.046, -0.335], [-0.033, -0.083, 0.010], [0.238, -0.069, -0.070], [-0.064, -0.175, 0.344], [0.448, -0.230, 0.575], [-0.059, 0.210, -0.205], [-0.345, 0.037, 0.015], [-0.176, 0.139, 0.319], [0.135, -0.215, 0.191], [0.020, 0.036, -0.266], [-0.257, 0.083, 0.069], [0.301, -0.063, 0.075], [-0.185, -0.218, 0.002], [0.022, 0.112, -0.094], [-0.050, -0.259, 0.177], [-0.007, -0.210, 0.237], [0.094, -0.281, 0.267], [0.161, -0.158, 0.156], [-0.341, 0.178, 0.086], [0.078, -0.076, 0.263], [-0.070, 0.166, 0.176], [-0.112, 0.182, -0.048], [0.127, 0.010, -0.450], [0.042, -0.142, -0.043]], "lowdin_charge": [0.9287, 0.7607, 0.8846, 0.8398, -0.2073, 0.0261, 0.0649, 0.1780, -0.1345, -0.1105, -0.1285, -0.0194, -0.0354, -0.1444, -0.2242, -0.1344, -0.1105, -0.3878, -0.0650, -0.1474, -0.1200, -0.3918, -0.3804, -0.0556, -0.1156, -0.0326, -0.6783, -0.6497, -0.3720, -0.3621, -0.1253, -0.0293, -0.0265, -0.2380, -0.4130, 0.0872, 0.1782, 0.0449, 0.1062, 0.0706, 0.0889, 0.0704, 0.0700, 0.0739, 0.1758, 0.0746, 0.0929, 0.0655, 0.1500, 0.0981, 0.0677, 0.1106, 0.1030, 0.0932, 0.0512, 0.1029, 0.0820, 0.1088, 0.0904, 0.1195, 0.1605, 0.0923, 0.0701, 0.0932, 0.1064, 0.0764, 0.0685, 0.0900, 0.0790, 0.0405, 0.0612, 0.1077, 0.1102, 0.1177, 0.0599, 0.0828, 0.0701, 0.0341, 0.1126, 0.1466]}

Entry 7:
{"formula": "C4H9NO2", "method": "ωB97M-V/def2-TZVPD", "smiles": "c1cc[nH]c1.O.O", "largest_force_ev_per_a": 1.2, "homo_energy_ha": -0.2981, "e_above_lowest_ev": 1.380, "orbital_gap_ev": 8.8, "symbols": ["O", "O", "N", "C", "C", "C", "C", "H", "H", "H", "H", "H", "H", "H", "H", "H"], "coordinates": [[0.135191, -0.619648, 2.736699], [-0.108200, -2.812707, -0.649039], [-0.261666, 0.031660, -1.252026], [-0.377637, 1.535443, 0.349233], [0.658271, 1.914653, -0.525181], [0.717079, 0.953142, -1.515129], [-0.945995, 0.384081, -0.137971], [1.272705, 2.799744, -0.510875], [-0.339962, -0.877996, -1.678153], [-1.615573, -0.234890, 0.428197], [0.107987, -0.676432, 3.698725], [0.643759, 0.173237, 2.534379], [1.153311, 1.031050, -2.497136], [0.840256, -2.899011, -0.513791], [-0.480433, -2.679328, 0.228468], [-0.639362, 1.986995, 1.291754]], "forces_ev_per_angstrom": [[-0.028, -0.146, 0.187], [-0.081, -0.183, -0.154], [-0.157, -0.225, -0.436], [-0.095, 0.144, 0.400], [0.247, -0.171, -0.636], [-0.557, 0.564, 0.005], [0.689, 0.283, 0.957], [-0.054, 0.041, 0.128], [-0.063, 0.079, -0.052], [-0.232, -0.348, -0.416], [0.059, 0.039, -0.117], [-0.073, -0.016, -0.095], [0.390, -0.336, 0.129], [-0.008, 0.025, 0.092], [0.101, 0.057, 0.081], [-0.138, 0.193, -0.074]], "nbo_charge": [-0.9493, -0.9530, -0.5016, -0.3286, -0.3079, -0.0932, -0.0652, 0.2180, 0.4350, 0.2144, 0.4691, 0.4806, 0.2083, 0.4775, 0.4827, 0.2133]}